[1]
The following is a quantum chemistry calculation of C29H23N5Os as an isolated structure, from OMol25.

```
! RIJCOSX wB97M-V def2-TZVPD def2/J DEFGRID3
* xyz 2 5
Os -0.1484 -0.0056 -0.1542
C 0.3056 -2.5265 -5.2104
C 1.0747 -3.2310 -4.2941
C 0.8955 -3.0364 -2.9346
C -0.0641 -2.1263 -2.4849
C -0.8252 -1.4062 -3.4053
C -0.6456 -1.6156 -4.7621
N -0.2108 -1.8695 -1.0971
C -0.3156 -2.8911 -0.2104
C -0.6496 -4.2311 -0.5469
C -0.7378 -5.1690 0.4440
C -0.5065 -4.8167 1.7851
C -0.2062 -3.5043 2.1518
C -0.1270 -2.5549 1.1664
N 0.1438 -1.1874 1.3666
N 0.4080 -0.7150 2.5840
C 0.6219 0.6296 2.5383
C 0.9561 1.3153 3.7033
C 1.1511 2.6819 3.6481
C 1.0027 3.3472 2.4349
C 0.6759 2.6231 1.3086
N 0.4983 1.2924 1.3378
H 0.4500 -2.6823 -6.2715
H 1.8263 -3.9295 -4.6383
H 1.5216 -3.5545 -2.2182
H -1.6001 -0.7331 -3.0485
H -1.2586 -1.0762 -5.4724
H -0.8593 -4.4903 -1.5748
H -1.0060 -6.1865 0.1955
H -0.5830 -5.5744 2.5549
H -0.0373 -3.2237 3.1826
H 1.0501 0.7481 4.6191
H 1.4157 3.2315 4.5424
H 1.1387 4.4166 2.3582
H 0.5416 3.1079 0.3502
N 0.4292 1.1159 -1.9176
C -0.4000 2.1829 -2.4908
C 0.2741 3.1591 -3.2078
C -0.4166 4.2004 -3.8011
C -1.7951 4.2572 -3.6612
C -2.4558 3.2788 -2.9404
C -1.7831 2.2054 -2.3440
C -2.5685 1.2187 -1.5578
C -3.9216 1.0367 -1.8324
C -4.7421 0.2690 -1.0162
C -4.2385 -0.3414 0.1340
C -2.8939 -0.2381 0.4045
C -2.0464 0.4908 -0.4638
H 1.3393 1.5343 -1.7427
H 0.5891 0.4051 -2.6347
H 1.3542 3.1010 -3.3110
H 0.1178 4.9590 -4.3570
H -2.3576 5.0706 -4.1005
H -3.5249 3.3745 -2.8033
H -4.3529 1.5067 -2.7073
H -5.7889 0.1594 -1.2692
H -4.8880 -0.8996 0.7968
H -2.4950 -0.7293 1.2839
*
```

As for the expectation value of S²: 6.07. The HOMO energy (spin up / spin down) is -13.53 / -14.44 eV. The value obtained for the energy relative to the best compared isomer or geometry (same formula, charge and spin) is 0.0 kcal/mol. For the gap between HOMO and LUMO (spin up / spin down), the calculation gives 7.5155 / 5.5480 eV. The strongest force on any atom is 0.7 eV Å⁻¹.


[2]
The following is a quantum chemistry calculation of C13H19FeN2O12P as an isolated structure, from OMol25.

```
! RIJCOSX wB97M-V def2-TZVPD def2/J DEFGRID3
* xyz 1 2
Fe 0.6331 -0.0264 -0.3277
O 3.0999 -2.8894 -2.0568
C 2.5018 -1.8049 -1.6405
O 1.3922 -1.7831 -1.1412
C 3.3066 -0.5521 -1.8055
O 2.6715 0.4998 -1.0893
C 2.5415 1.6848 -1.9068
C 1.1333 1.7376 -2.4753
O 0.8729 2.3112 -3.4957
O 0.2453 1.1758 -1.6816
H 2.5241 -3.6626 -1.9303
H 3.3216 -0.3400 -2.8786
H 4.3350 -0.7045 -1.4768
H 3.2814 1.6953 -2.7027
H 2.7089 2.5534 -1.2753
C -2.5356 -0.4386 -2.2977
C -2.1746 -1.0825 -1.0095
N -1.1027 -0.8574 -0.2606
C -1.1418 -1.7294 0.8019
C -2.2741 -2.4717 0.7265
N -2.9043 -2.0447 -0.4122
C -2.8740 -3.5641 1.5434
O -2.2172 -3.9214 2.6278
O -3.9105 -4.0526 1.1806
C 0.0375 -1.7595 1.6876
O 0.0882 -2.4785 2.6693
O 0.9911 -0.9651 1.2837
H -1.8293 0.3529 -2.5299
H -3.5454 -0.0298 -2.2562
H -2.5053 -1.1735 -3.1033
H -3.7841 -2.4352 -0.7244
H -1.3794 -3.4092 2.7558
C -0.4378 0.6105 3.6765
O -0.9055 0.9399 2.3365
P -0.0497 1.5260 1.1683
O -0.8829 2.7214 0.5968
C -2.0927 2.6424 -0.1848
O 1.1436 2.2181 1.9205
C 2.2641 2.8688 1.3018
H -1.3346 0.3999 4.2486
H 0.0860 1.4657 4.0920
H 0.2096 -0.2615 3.6424
H -2.2361 3.6272 -0.6165
H -2.9244 2.3938 0.4721
H -1.9769 1.9128 -0.9763
H 2.8082 3.3550 2.1047
H 1.9160 3.6173 0.5910
H 2.9057 2.1281 0.8277
*
```

As for the expectation value of S²: 0.77. The HOMO energy (spin up / spin down) is -12.97 / -12.95 eV. The value obtained for the energy relative to the best compared isomer or geometry (same formula, charge and spin) is 0.0 kcal/mol. For the gap between HOMO and LUMO (spin up / spin down), the calculation gives 8.9185 / 8.9539 eV. The strongest force on any atom is 0.7 eV Å⁻¹.


[3]
The following is a quantum chemistry calculation of C46H57BiCl2GeN7O8 as an isolated structure in a non-equilibrium geometry, from OMol25.

```
! RIJCOSX wB97M-V def2-TZVPD def2/J DEFGRID3
* xyz 1 1
Bi 1.7563 -0.9040 0.6178
Cl 4.5903 -0.7250 2.3975
C 5.1357 0.8965 1.8383
Cl 5.8184 1.0608 0.1877
H 5.8580 1.0587 2.6484
H 4.3289 1.7017 1.9323
O -0.1268 0.4508 0.4916
N -0.9031 0.2348 -0.4620
N -0.7684 -0.9337 -0.9721
O 0.0410 -1.7918 -0.4623
C -1.5647 -1.2882 -2.1144
C -1.5752 -2.6155 -2.4517
C -2.3649 -3.0039 -3.5415
C -3.0863 -2.0785 -4.2363
C -3.0003 -0.7272 -3.9230
C -2.2748 -0.3257 -2.8155
H -1.0940 -3.4176 -1.8519
H -2.4282 -4.0195 -3.8047
H -3.8039 -2.4450 -5.0414
H -3.4848 0.0174 -4.5459
H -2.1434 0.7135 -2.4870
O 1.9799 1.3800 1.6430
H 1.6402 2.1548 1.0864
H 1.2995 1.1921 2.3038
C 4.4650 -4.6397 -1.9363
N 3.3037 -5.0271 -1.2045
C 2.8140 -6.4009 -1.3336
C 2.5983 -4.0838 -0.5327
O 2.9225 -2.8873 -0.5678
H 5.0186 -3.8306 -1.4178
H 4.2751 -4.2575 -2.9462
H 5.1715 -5.4704 -2.0098
H 3.6052 -7.0792 -0.9846
H 2.5459 -6.5800 -2.3943
H 1.9334 -6.5427 -0.7820
H 1.6989 -4.3542 0.0745
O 1.4016 -2.9084 2.0757
C 0.8956 -2.2150 2.9744
O 0.8047 -0.9482 2.6619
C 0.4638 -2.6712 4.3768
C -0.2386 -1.5815 5.1598
Ge -2.0979 -1.0498 4.7671
C -3.2793 -2.3334 5.6220
C -2.7989 -3.2467 6.5720
C -3.7032 -4.1481 7.1440
C -5.0488 -4.1152 6.8326
C -5.4835 -3.2150 5.9030
C -4.6056 -2.3813 5.2561
C -2.7069 -0.8813 2.9301
C -3.1400 0.3852 2.4773
C -3.6619 0.4820 1.2057
C -3.9649 -0.6031 0.4259
C -3.4867 -1.8310 0.8409
C -2.8369 -1.9924 2.1221
C -2.3801 0.6563 5.7148
C -3.1875 0.6703 6.8390
C -3.4639 1.8549 7.5071
C -2.8736 3.0228 7.1419
C -2.0104 3.0367 6.0489
C -1.7643 1.8725 5.3459
H 1.4029 -2.9914 4.8597
H -0.2400 -3.4581 4.2674
H 0.4808 -0.7448 5.1753
H -0.3695 -1.9461 6.1779
H -1.7128 -3.3520 6.7683
H -3.2734 -4.9292 7.7783
H -5.7995 -4.7373 7.2956
H -6.5020 -3.2231 5.5988
H -4.8596 -1.7063 4.4806
H -2.9441 1.2752 3.0797
H -4.0349 1.4014 0.8822
H -4.5502 -0.4831 -0.4765
H -3.7853 -2.6964 0.2525
H -2.5007 -2.9232 2.5381
H -3.6243 -0.2986 7.2404
H -4.2396 1.9261 8.2777
H -3.1693 3.9627 7.5941
H -1.5429 4.0256 5.7859
H -1.0680 1.9522 4.5021
N 1.8705 0.2595 -1.6723
C 2.0030 -0.0956 -2.7817
N 2.0487 -0.4293 -4.0443
C 1.2648 -1.5367 -4.5643
C 2.0905 -2.7797 -4.4354
O 3.3426 -2.7105 -5.0889
C 4.0990 -1.7061 -4.4655
C 3.4174 -0.3631 -4.6717
H 0.9937 -1.2566 -5.6026
H 0.3860 -1.6775 -3.9007
H 1.5938 -3.6420 -4.8782
H 2.3169 -2.9811 -3.3992
H 5.1027 -1.7087 -4.8890
H 4.3050 -1.9948 -3.4309
H 3.3375 -0.1575 -5.7484
H 4.0116 0.3500 -4.1154
C 1.5101 4.6739 -6.7405
C 0.3395 4.5104 -5.7277
N 0.5953 4.9737 -4.3546
C -0.3795 6.0005 -3.8818
C 0.0445 7.2548 -4.5681
C 1.3141 4.1618 -3.5699
O 1.8922 3.1521 -3.9509
C 1.4051 4.4990 -2.1430
C 1.9221 5.6502 -1.5552
C 2.0850 5.7877 -0.1630
C 1.5372 4.7540 0.5705
N 1.1322 3.6088 0.0360
C 1.1433 3.4342 -1.2803
H 1.2500 4.2882 -7.6885
H 2.3833 4.2141 -6.3223
H 1.6851 5.7401 -6.9917
H 0.1338 3.4963 -5.6012
H -0.6212 5.0223 -6.1015
H -0.2345 6.1019 -2.7939
H -1.3868 5.5850 -4.0952
H 1.0571 7.5259 -4.3207
H -0.5587 8.0877 -4.1059
H -0.1483 7.1782 -5.6185
H 2.0592 6.5279 -2.2180
H 2.4847 6.6462 0.3931
H 1.6421 4.7596 1.6512
H 0.8474 2.4500 -1.5950
*
```

The HOMO energy is -10.65 eV. The value obtained for the energy relative to the best compared isomer or geometry (same formula, charge and spin) is 0.0 kcal/mol. For the gap between HOMO and LUMO, the calculation gives 8.7315 eV. The strongest force on any atom is 3.0 eV Å⁻¹.


[4]
The following is a quantum chemistry calculation of a 5-piece molecular cluster, C11H25BNO7 overall in a non-equilibrium geometry, from OMol25.

```
! RIJCOSX wB97M-V def2-TZVPD def2/J DEFGRID3
* xyz -1 1
O 2.5972 2.1175 0.8036
B 1.5952 1.1947 0.1634
O 0.7783 0.8093 1.3703
C 0.0560 2.0270 1.6195
C -0.4198 2.5568 0.1296
C -1.9509 2.0289 0.1309
C -2.9787 3.0445 0.5770
C -4.4520 2.6436 0.6658
C -4.6476 1.1745 0.2666
C -3.4585 0.3625 -0.1839
N -2.0821 0.6845 -0.2907
O 0.5333 1.8441 -0.6674
H 2.8552 1.6726 1.6408
H 2.0578 0.2613 -0.4155
H -0.9255 1.6557 2.1031
H 0.4678 2.8025 2.3453
H -0.2529 3.6843 0.1461
H -2.6628 4.0970 0.8630
H -5.2497 3.3605 1.0262
H -5.6834 0.7071 0.3062
H -3.6978 -0.7223 -0.4884
C 4.1439 -2.4018 -0.2866
O 2.9492 -1.6491 -0.4403
H 4.9819 -1.8099 -0.6573
H 4.3021 -2.6299 0.7721
H 4.0736 -3.3296 -0.8615
H 2.2248 -2.1919 -0.1055
C -3.2728 0.4356 4.4030
O -2.4250 0.7146 3.3024
H -3.1169 1.1968 5.1683
H -4.3177 0.4571 4.0798
H -3.0308 -0.5475 4.8169
H -2.5812 0.0287 2.6399
C 4.3150 -6.6603 -1.4489
O 3.9678 -5.3052 -1.6892
H 5.2308 -6.6885 -0.8582
H 3.5127 -7.1548 -0.8950
H 4.4826 -7.1734 -2.3996
H 3.1564 -5.3069 -2.2122
C -0.3891 2.1342 -3.9628
O 0.1723 2.1042 -5.2727
H -1.0778 2.9770 -3.8941
H -0.9341 1.2060 -3.7752
H 0.4048 2.2551 -3.2233
H 0.7750 1.3523 -5.3054
*
```

The HOMO energy is -4.34 eV. For the gap between HOMO and LUMO, the calculation gives 6.7896 eV. The strongest force on any atom is 6.2 eV Å⁻¹.


[5]
The following is a quantum chemistry calculation of one molecule with the formula C3H3NS2 in a non-equilibrium geometry, from OMol25.

```
! RIJCOSX wB97M-V def2-TZVPD def2/J DEFGRID3
* xyz 0 1
C -2.2452 -0.7616 -0.1131
C -1.0247 -0.1555 -0.2782
N -0.0268 0.5295 -0.1168
C 1.3009 0.4941 -0.0033
S 1.8442 -1.0535 0.0605
S 2.3922 1.8910 -0.0254
H -2.2173 -1.7955 0.2366
H -3.2175 -0.4432 -0.4937
H 3.1943 1.2947 0.7334
*
```

The structure (SMILES) is C=C=NC(=S)S. The HOMO energy is -8.57 eV. The value obtained for the energy relative to the best compared isomer or geometry (same formula, charge and spin) is 51.5 kcal/mol. For the gap between HOMO and LUMO, the calculation gives 7.8956 eV. The strongest force on any atom is 3.4 eV Å⁻¹.